{"formula": "C7H10O2", "method": "ωB97M-V/def2-TZVPD", "elements": ["C", "C", "C", "O", "C", "C", "C", "C", "O", "H", "H", "H", "H", "H", "H", "H", "H", "H", "H"], "coordinates": [[-1.476, 1.927, 1.559], [-1.314, 0.718, 1.006], [0.161, 0.005, 1.062], [0.890, 0.128, 2.008], [0.445, -0.426, -0.351], [1.912, -0.219, -0.728], [0.016, -1.887, -0.518], [-0.493, 0.510, -1.162], [-0.116, 1.620, -1.570], [-2.427, 2.237, 1.980], [-0.641, 2.622, 1.599], [-2.140, 0.022, 0.910], [2.067, -0.478, -1.780], [2.201, 0.828, -0.598], [2.572, -0.834, -0.108], [0.037, -2.159, -1.578], [0.679, -2.561, 0.034], [-1.003, -2.057, -0.156], [-1.370, 0.003, -1.608]], "homo_ha": -0.3580, "smiles": "C=CC(=O)C(C)(C)C=O", "homo_lumo_gap_ev": 9.5, "molar_mass_g_mol": 126.15, "relative_energy_kcal_mol": 47.7, "energy_ha": -423.1238, "spin_multiplicity": 1}